Record 1
C15H38BaNO10P2 as an isolated structure, computed with ωB97M-V/def2-TZVPD.

energy above the lowest of the compared OMol25 structures with the same formula, charge and spin	19.17	kcal per mole
LUMO energy	-4.59	eV
E_HOMO	-0.41889	Ha
strongest force on any atom	4.53	eV Å⁻¹
total charge	+1
DFT total energy	-2109.63542	hartree
HOMO-LUMO gap	6.81	eV

The geometry in XYZ format:
```
67
Properties=species:S:1:pos:R:3:forces:R:3:lowdin_charge:R:1
Ba 7.2106 -24.7869 7.7469 -3.5 -0.5 -0.1 1.84
O 4.7888 -25.5363 8.4148 1.9 0.2 -0.6 -0.67
H 3.9821 -26.0283 8.1666 1.1 0.6 0.4 -0.14
C 4.2040 -31.0745 8.8957 -1.1 -0.7 0.3 -0.35
O 3.0779 -31.3880 8.5529 0.4 0.5 -0.1 0.02
N 4.6224 -29.8361 9.2150 0.8 2.2 0.6 -0.17
C 6.0388 -29.5569 9.4582 0.0 0.2 -0.3 -0.07
C 3.8492 -28.5813 9.0521 -1.0 -1.6 0.1 -0.05
H 4.9549 -31.8567 9.0869 0.3 0.2 -0.1 0.14
H 6.4991 -30.2014 10.2071 0.0 -0.4 -0.4 0.09
H 6.2066 -28.5455 9.8283 -0.7 0.1 0.3 0.07
H 6.5593 -29.5086 8.5018 0.4 -0.6 -0.1 0.08
H 2.7937 -28.8442 8.9826 0.0 -0.2 -0.3 0.08
H 3.8865 -27.9606 9.9473 0.7 0.0 -0.2 0.08
H 4.1389 -28.0556 8.1422 0.2 0.1 0.2 0.07
C -2.2893 -29.3807 6.4532 -0.3 -2.4 0.9 -0.05
C -1.2662 -28.6526 7.2618 1.0 1.0 -0.2 -0.29
O -1.6460 -27.3103 7.2966 -1.1 3.3 1.2 -0.23
P -1.9450 -26.4854 8.6468 -1.8 -1.2 0.8 0.48
O -2.6346 -27.3135 9.6990 1.6 1.6 -1.8 -0.24
O -2.7977 -25.2486 8.1120 0.0 -0.6 0.6 -0.15
C -2.2447 -24.1349 7.4244 1.7 0.2 -0.9 -0.26
C -1.9987 -24.4763 5.9607 -1.0 -0.8 0.3 -0.08
O -0.5462 -25.7904 9.0675 -1.9 -0.2 -1.0 -0.19
C 0.4016 -26.5912 9.7183 0.7 -1.2 -0.5 -0.30
C 1.6533 -25.8190 9.6392 1.6 0.8 2.0 -0.07
H -2.8594 -28.9275 5.6422 0.8 0.5 0.0 0.09
H -1.8449 -30.3330 6.1639 0.1 0.0 -0.7 0.08
H -3.0502 -29.7636 7.1332 -0.3 0.4 0.2 0.08
H -1.1108 -28.9504 8.2988 -0.4 -0.9 -0.2 0.12
H -0.2757 -28.4838 6.8393 0.3 -1.4 -0.5 0.11
H -2.8817 -23.2525 7.4848 -0.1 -0.3 0.5 0.13
H -1.2538 -23.9580 7.8426 -0.2 0.6 0.4 0.10
H -2.9910 -24.6335 5.5381 0.1 0.2 -0.5 0.09
H -1.4299 -23.7222 5.4166 -0.1 0.0 0.1 0.08
H -1.5201 -25.4552 5.9317 0.3 0.2 -0.3 0.05
H 0.0256 -26.8060 10.7186 0.4 0.0 0.1 0.14
H 0.6479 -27.5300 9.2223 -0.9 -0.5 -0.3 0.11
H 1.4917 -25.0690 10.4134 0.6 0.9 -0.5 0.10
H 2.5367 -26.3529 9.9894 -0.2 -0.4 0.3 0.06
H 2.0056 -25.4330 8.6827 -0.9 0.2 0.0 0.06
C 6.3410 -23.7099 1.2787 -1.1 0.6 -0.3 -0.06
C 6.0045 -23.0853 2.6295 0.7 -0.4 -0.4 -0.26
O 4.8282 -23.7523 3.1203 -0.6 -0.7 2.1 -0.19
P 4.4390 -23.7651 4.7046 -0.6 0.7 -1.7 0.51
O 5.5882 -24.0116 5.6325 -0.1 0.4 -0.2 -0.45
O 3.2713 -24.8628 4.7418 1.9 0.7 0.0 -0.14
C 2.7338 -25.2199 6.0151 -2.4 -1.1 1.1 -0.28
C 1.2671 -25.5736 5.7913 -0.3 0.8 -0.2 -0.05
O 3.7294 -22.3291 4.8950 3.3 -2.6 1.8 -0.18
C 2.4674 -22.0005 4.4201 -0.8 0.6 0.2 -0.29
C 2.6726 -21.2073 3.1870 -0.2 0.6 -0.7 -0.06
H 6.3457 -24.7999 1.2819 0.4 0.1 0.3 0.08
H 5.5145 -23.4387 0.6219 -0.1 -0.1 -0.2 0.08
H 7.2108 -23.2636 0.7966 0.2 -0.2 0.4 0.08
H 6.8375 -23.2124 3.3210 -0.1 0.0 0.2 0.10
H 5.8038 -22.0204 2.5120 -0.1 0.0 0.1 0.12
H 3.0759 -26.1070 6.5480 1.4 0.0 -0.9 0.10
H 2.7598 -24.4316 6.7674 0.4 0.4 -0.3 0.12
H 1.0591 -26.2673 4.9766 0.4 0.1 -0.2 0.10
H 0.8101 -26.0309 6.6688 0.1 0.2 0.2 0.06
H 0.7706 -24.6253 5.5859 -0.5 -0.2 -0.1 0.06
H 1.8553 -22.8923 4.2850 -0.1 0.1 -0.1 0.12
H 2.0732 -21.3639 5.2122 -0.5 -0.1 -0.1 0.13
H 3.2577 -21.7538 2.4474 -0.6 -0.3 -0.3 0.07
H 1.6809 -20.8906 2.8639 0.2 0.1 -0.6 0.09
H 3.2855 -20.3253 3.3727 -0.2 0.2 0.3 0.09
```
Forces are in eV/Å.

Record 2
A 4-piece molecular cluster, C15H38N3O7 overall, computed with ωB97M-V/def2-TZVPD.

energy above the lowest of the compared OMol25 structures with the same formula, charge and spin	0.00	kcal per mole
LUMO energy	2.85	eV
E_HOMO	-0.13304	Ha
strongest force on any atom	6.64	eV Å⁻¹
total charge	-1
DFT total energy	-1285.15304	hartree
HOMO-LUMO gap	6.47	eV

The geometry in XYZ format:
```
63
Properties=species:S:1:pos:R:3:forces:R:3:lowdin_charge:R:1
O -1.2333 -0.8039 0.7390 0.1 -0.3 2.0 0.05
C -1.2509 -0.3038 -0.4822 2.8 1.8 -5.8 -0.91
O -2.3487 -0.0472 -0.9828 -2.9 0.2 0.7 -0.05
O -0.2067 -0.0870 -1.1541 0.9 -0.9 1.8 -0.05
H -2.1579 -0.5614 0.8282 -1.2 -0.4 1.6 0.06
C 3.0576 -0.8811 0.1922 -0.2 0.2 -0.5 -0.12
O 2.8831 0.2301 -0.6529 0.3 0.5 0.1 -0.19
C 2.8386 1.4976 0.0094 -0.8 -0.8 -1.3 -0.20
C 3.6342 2.5367 -0.8018 -1.1 0.5 0.0 -0.18
N 2.9707 2.9752 -2.0860 0.8 -2.2 1.3 -0.06
C 3.9393 3.3880 -3.0808 -2.4 1.3 0.1 -0.21
C 3.2642 4.4358 -3.9824 -0.5 0.3 0.8 -0.23
O 2.1891 3.9282 -4.7832 0.7 0.3 -0.6 -0.16
C 1.8504 4.7852 -5.8612 0.5 0.1 -0.8 -0.13
H 4.1245 -1.1033 0.2108 0.2 -0.4 0.4 0.08
H 2.4888 -1.7131 -0.2229 0.1 0.0 -0.2 0.07
H 2.6666 -0.7342 1.1990 0.0 0.2 0.2 0.08
H 3.0887 1.3350 1.0578 0.7 0.6 0.1 0.11
H 1.7820 1.7651 0.0153 -0.2 0.3 0.0 0.11
H 4.6522 2.1789 -0.9561 -0.1 -0.1 -0.5 0.11
H 3.7248 3.4442 -0.2048 0.2 0.2 0.5 0.10
H 2.2002 3.6011 -1.8999 0.2 0.1 -0.2 0.11
H 4.2528 2.5592 -3.7155 0.5 -0.1 0.3 0.12
H 4.7028 3.9112 -2.5050 0.9 0.0 -0.7 0.10
H 4.0558 5.0158 -4.4568 -0.1 -0.3 -1.1 0.11
H 2.7387 5.1741 -3.3768 0.4 0.3 0.7 0.11
H 2.3230 4.4496 -6.7844 0.0 -0.5 -0.2 0.08
H 2.2162 5.8114 -5.8256 0.1 0.2 0.9 0.07
H 0.7832 4.8721 -6.0652 -0.1 -0.5 0.5 0.08
C 1.1825 -5.1596 -0.1054 0.4 -0.3 1.3 -0.05
C 0.3826 -4.3550 0.9940 1.4 0.3 -1.3 -0.42
C 1.1670 -3.6172 2.1326 1.3 -0.7 -1.9 -0.18
O 2.2232 -4.4772 2.5354 -1.2 -0.1 1.3 -0.20
C 1.7118 -5.5527 3.3436 1.8 0.4 -0.1 -0.11
N -0.3188 -3.4026 0.2143 -2.7 0.3 0.4 0.03
H 1.9663 -4.5684 -0.5790 0.0 0.2 0.1 0.07
H 0.5087 -5.5054 -0.8893 -0.3 0.4 0.2 0.07
H 1.6326 -6.0750 0.2786 0.3 0.0 0.2 0.05
H -0.3087 -5.0771 1.4284 -0.3 0.1 0.0 0.12
H 0.5797 -3.1753 2.9375 -0.5 -0.6 0.3 0.12
H 1.6782 -2.7461 1.7226 -0.1 -0.1 -0.4 0.09
H 1.8913 -5.3066 4.3902 0.1 -0.1 0.2 0.07
H 2.3951 -6.3377 3.0194 -0.5 -0.7 0.5 0.09
H 0.6580 -5.8262 3.2915 0.0 0.2 -0.7 0.08
H -0.9730 -2.9589 0.8431 -0.3 0.5 -0.4 0.05
H 0.1450 -2.6377 -0.2546 0.7 -0.1 0.1 0.07
C -4.4801 2.7586 1.9789 1.9 0.7 1.4 -0.09
C -4.9420 1.6770 1.0760 1.2 -0.4 -0.2 -0.46
C -5.1472 0.3137 1.7572 1.2 -0.1 -0.2 -0.15
O -3.8672 -0.2654 2.1070 -0.5 0.5 -0.2 -0.21
C -3.9762 -1.5840 2.5862 -0.2 -0.1 0.4 -0.12
N -6.1223 2.1352 0.4040 -1.4 -0.7 -0.3 0.03
H -5.1788 3.1787 2.7023 -0.5 -0.4 0.0 0.08
H -4.0732 3.6275 1.4616 -0.2 0.0 -0.6 0.08
H -3.6026 2.4193 2.5292 0.1 -0.1 0.4 0.08
H -4.1482 1.5072 0.3485 0.1 -0.2 -0.2 0.14
H -5.6219 -0.3642 1.0477 -0.4 0.1 0.1 0.13
H -5.6683 0.4069 2.7100 -0.7 0.0 0.0 0.12
H -3.2144 -1.7295 3.3521 0.2 -0.1 -0.2 0.09
H -3.9094 -2.3492 1.8128 0.4 0.1 -0.3 0.09
H -4.9277 -1.7908 3.0762 -0.3 0.3 0.2 0.07
H -6.8229 2.0477 1.1262 -0.8 0.2 -0.1 0.06
H -6.0490 3.1306 0.2494 0.1 0.1 -0.2 0.07
```
Forces are in eV/Å.

Record 3
A 7-piece molecular cluster, C15H39Cl9O16P4 overall, computed with ωB97M-V/def2-TZVPD.

energy above the lowest of the compared OMol25 structures with the same formula, charge and spin	29.28	kcal per mole
LUMO energy	0.28	eV
SMILES	COP(=O)(OC)OC.COP(=O)(OC)OC.COP(=O)(OC)OC.COP(=O)(OC)OC.ClC(Cl)Cl.ClC(Cl)Cl.ClC(Cl)Cl
E_HOMO	-0.38364	Ha
strongest force on any atom	1.61	eV Å⁻¹
DFT total energy	-7306.25376	hartree
HOMO-LUMO gap	10.72	eV

The geometry in XYZ format:
```
83
Properties=species:S:1:pos:R:3:forces:R:3:lowdin_charge:R:1
C -2.7075 -2.2947 3.0742 -0.7 0.0 0.3 -0.12
O -1.6633 -2.8940 2.3196 0.8 -0.3 -0.1 -0.25
P -0.8962 -4.1583 2.9781 -0.2 0.5 -0.2 0.39
O -1.8053 -5.1573 3.5474 0.5 0.5 0.1 -0.22
O 0.0552 -4.6574 1.7994 -0.3 0.7 0.0 -0.21
C -0.4882 -4.8654 0.5006 -1.1 -1.0 -0.3 -0.11
O 0.1615 -3.4812 3.9617 -0.5 -0.7 -0.5 -0.21
C 1.0872 -2.5325 3.4104 0.5 0.3 0.2 -0.08
H -2.3945 -1.9637 4.0689 0.2 -0.4 0.0 0.09
H -3.5261 -3.0119 3.1375 -0.1 0.1 0.3 0.09
H -3.0588 -1.3809 2.6008 0.2 -0.2 -0.5 0.04
H -1.5728 -4.7158 0.4620 0.1 0.3 0.3 0.07
H -0.3902 -5.9260 0.2583 0.5 0.1 -0.1 0.09
H -0.0442 -4.2288 -0.2610 0.4 0.1 0.3 0.08
H 0.9398 -2.3011 2.3562 -0.5 0.0 0.1 0.07
H 2.1033 -2.9247 3.4735 -0.1 -0.1 0.3 0.10
H 0.9886 -1.6374 4.0215 0.2 0.1 -0.2 0.08
C 1.4605 4.7724 -1.0286 0.5 0.7 -0.1 -0.10
O 2.1303 3.5374 -1.2559 0.3 -1.0 -0.5 -0.23
P 2.9360 3.2738 -2.6130 0.1 -0.1 0.2 0.39
O 2.1537 3.3730 -3.8595 0.8 0.2 0.9 -0.22
O 3.6191 1.8624 -2.3052 -0.8 0.6 0.3 -0.23
C 4.5955 1.3257 -3.2101 -0.3 -0.5 0.2 -0.08
O 4.1815 4.2784 -2.5199 -0.7 0.4 -1.1 -0.22
C 4.9949 4.4507 -1.3855 0.9 -0.9 0.7 -0.11
H 1.8982 5.1996 -0.1250 -0.2 0.0 0.0 0.09
H 0.3905 4.6392 -0.8961 0.1 -0.2 -0.1 0.04
H 1.6337 5.4749 -1.8471 -0.1 -0.1 0.0 0.09
H 5.4533 1.0482 -2.6006 0.2 0.3 -0.2 0.09
H 4.8301 2.0149 -4.0163 0.2 0.0 0.0 0.09
H 4.1935 0.3976 -3.6152 -0.1 0.1 -0.2 0.09
H 4.9518 3.5714 -0.7347 -0.4 0.2 0.2 0.09
H 4.7836 5.3605 -0.8279 -0.4 0.0 -0.1 0.09
H 6.0487 4.4771 -1.6743 -0.2 0.3 -0.4 0.09
C 4.1299 1.0439 6.6738 1.0 -0.7 -0.1 -0.10
O 2.8590 1.1196 6.0471 -0.9 -0.5 0.1 -0.22
P 1.5766 0.4506 6.7333 0.4 0.7 0.9 0.37
O 1.4140 0.8312 8.1543 -0.1 -0.4 -1.0 -0.24
O 1.7508 -1.1062 6.4560 0.0 0.2 -0.3 -0.22
C 0.7529 -1.9742 7.0023 -1.0 0.4 1.1 -0.10
O 0.4019 0.8764 5.7449 0.6 -0.2 0.3 -0.22
C 0.1631 2.2754 5.5343 -0.7 0.3 0.2 -0.09
H 4.5100 2.0314 6.9277 -0.2 0.1 -0.1 0.09
H 4.7927 0.5489 5.9568 0.1 0.3 0.0 0.09
H 4.1851 0.4192 7.5685 -0.6 0.1 0.1 0.09
H 0.5480 -1.6856 8.0400 0.2 0.0 0.0 0.09
H 1.0559 -3.0151 7.0198 0.4 0.1 -0.5 0.09
H -0.2025 -1.8445 6.4898 0.2 -0.2 -0.4 0.09
H -0.0544 2.3805 4.4754 0.4 0.3 0.0 0.06
H 0.9683 2.9056 5.9074 0.3 -0.1 -0.4 0.09
H -0.7193 2.6173 6.0814 -0.1 -0.4 0.1 0.09
C -3.4969 0.8235 -5.9239 -0.2 0.5 -0.4 -0.10
O -2.6635 -0.3147 -6.0644 0.4 -0.3 -0.1 -0.25
P -1.0654 -0.1853 -6.1551 0.2 -0.5 0.2 0.37
O -0.5729 0.7653 -7.1573 -0.4 -0.1 0.2 -0.22
O -0.5912 0.0909 -4.6656 -0.4 -0.7 -0.5 -0.22
C -0.6549 1.4158 -4.1444 1.0 0.7 0.1 -0.09
O -0.6356 -1.7218 -6.3395 -0.8 1.4 0.3 -0.23
C -1.0495 -2.3731 -7.5494 1.2 -0.2 -0.6 -0.10
H -3.0009 1.7347 -6.2652 0.1 0.0 0.1 0.09
H -3.8261 0.9466 -4.8906 0.1 -0.1 0.0 0.07
H -4.3687 0.6890 -6.5642 0.0 -0.1 0.1 0.09
H -1.0752 1.3972 -3.1433 -0.2 -0.2 0.0 0.08
H -1.1972 2.1246 -4.7702 -0.2 -0.2 -0.1 0.08
H 0.3711 1.7867 -4.0833 -0.2 0.1 0.1 0.07
H -0.1134 -2.7580 -7.9658 -0.3 -0.5 0.1 0.09
H -1.4058 -1.7216 -8.3496 -0.4 0.3 0.5 0.09
H -1.7526 -3.1677 -7.3204 -0.1 0.0 0.0 0.08
Cl 0.1438 0.2863 0.5504 -0.1 -0.3 -0.1 0.54
C -1.4141 1.0814 0.7632 0.4 0.2 0.6 -1.53
Cl -1.2519 2.7313 0.1574 -0.5 -0.1 -0.1 0.56
Cl -1.8642 1.1064 2.4867 0.1 0.1 -0.1 0.56
H -2.2106 0.5286 0.2783 0.2 0.2 -0.4 -0.07
Cl -4.7924 0.3209 -0.3427 -0.1 0.2 -0.1 0.53
C -5.4865 0.2919 -1.9869 -0.4 -0.2 0.6 -1.51
Cl -6.6553 1.5910 -2.2007 0.1 0.2 0.0 0.54
Cl -6.3019 -1.2643 -2.2098 0.3 0.3 -0.3 0.51
H -4.6668 0.4648 -2.6717 -0.1 -0.4 -0.2 0.00
Cl -1.8802 -1.7945 -1.5025 0.1 -0.1 -0.2 0.53
C -2.6323 -3.1757 -2.3232 -0.4 0.0 0.5 -1.51
Cl -3.0635 -2.7865 -3.9749 0.1 0.0 0.0 0.60
Cl -4.0550 -3.7025 -1.3860 0.2 -0.1 -0.1 0.50
H -1.9461 -4.0113 -2.2930 0.2 0.1 -0.2 0.01
```
Forces are in eV/Å.

- Among the records above, which one has the highest HOMO-LUMO gap?
  C15H39Cl9O16P4

- What is the DFT total energy in the second record?
  -1285.15304 hartree

- What is the energy above the lowest of the compared OMol25 structures with the same formula, charge and spin in the third record?
  29.28 kcal per mole